# 1
Formula: C5H7N3O
Source: the Open Molecules 2025 dataset
Level of theory: ωB97M-V/def2-TZVPD

Last columns: bonded neighbours and bond lengths (Å).
Geometry (Å):
1 H 2.350 -0.287 1.111  N2 1.058
2 N 2.247 0.759 1.229  H1 1.058, C3 1.299
3 C 1.173 1.189 0.637  N2 1.299, C4 1.476, N7 1.328
4 C 0.755 2.601 0.723  C3 1.476, N5 1.298, H11 1.070
5 N -0.471 2.758 0.327  C4 1.298, O6 1.366
6 O -0.930 1.554 -0.127  N5 1.366, N7 1.453
7 N 0.165 0.606 -0.001  C3 1.328, O6 1.453, C8 1.393
8 C -0.348 -0.668 0.230  N7 1.393, C9 1.496, H12 1.123, H13 1.091
9 C -1.115 -1.174 -0.951  C8 1.496, C10 1.341, H14 1.116
10 C -0.961 -2.420 -1.421  C9 1.341, H15 1.095, H16 1.063
11 H 1.248 3.413 1.217  C4 1.070
12 H 0.563 -1.314 0.345  C8 1.123
13 H -0.922 -0.560 1.152  C8 1.091
14 H -1.896 -0.488 -1.357  C9 1.116
15 H -0.267 -3.124 -0.949  C10 1.095
16 H -1.591 -2.843 -2.166  C10 1.063

Total energy   -11811.959 eV
Kohn-Sham gap   9.621 eV
HOMO level   -9.0210 eV
SMILES   [H]/N=c1/cnon1CC=C
M   125.13 Da
LUMO   0.60 eV

Atomic partial charges in e from the Löwdin method, atoms 1 to 4:
1. H 0.05
2. N 0.12
3. C -0.44
4. C -0.03

# 2
Formula: C4H21NO6S
Source: the Open Molecules 2025 dataset
Level of theory: ωB97M-V/def2-TZVPD

Last columns: bonded neighbours and bond lengths (Å).
Geometry (Å):
1 C -1.715 1.847 0.974  N2 1.474, H8 1.108, H9 1.101, H10 1.126
2 N -0.615 1.158 0.275  C1 1.474, C3 1.488, H11 1.030
3 C 0.272 0.228 1.025  N2 1.488, C4 1.567, C6 1.586, H12 1.106
4 C 1.175 0.998 2.049  C3 1.567, S5 1.867, H13 1.091, H14 1.072
5 S 2.560 -0.113 2.626  C4 1.867, H15 1.449
6 C -0.672 -0.778 1.808  C3 1.586, O7 1.445, H16 1.113, H17 1.091
7 O -1.262 -1.733 0.898  C6 1.445, H18 0.996
8 H -2.388 1.123 1.474  C1 1.108
9 H -1.413 2.639 1.676  C1 1.101
10 H -2.413 2.287 0.207  C1 1.126
11 H -0.087 1.884 -0.230  N2 1.030
12 H 1.014 -0.231 0.344  C3 1.106
13 H 0.614 1.267 2.945  C4 1.091
14 H 1.567 1.854 1.536  C4 1.072
15 H 3.073 -0.089 1.271  S5 1.449
16 H -0.166 -1.403 2.578  C6 1.113
17 H -1.424 -0.099 2.210  C6 1.091
18 H -1.070 -2.605 1.339  O7 0.996
19 H -2.506 -0.842 -0.160  O21 0.922
20 H -3.429 -1.495 -1.267  O21 0.949
21 O -2.712 -0.911 -1.056  H19 0.922, H20 0.949
22 H -0.533 -2.743 -0.678  O24 0.982
23 H -1.376 -1.911 -1.701  O24 0.989
24 O -0.731 -2.658 -1.636  H22 0.982, H23 0.989
25 H 0.112 0.656 -2.610  O27 0.946
26 H 1.155 0.020 -3.528  O27 0.946
27 O 0.915 0.819 -3.082  H25 0.946, H26 0.946
28 H 1.120 -2.279 -2.343  O30 0.980
29 H 2.496 -2.379 -1.912  O30 0.988
30 O 1.942 -1.753 -2.438  H28 0.980, H29 0.988
31 H 2.649 3.010 -0.747  O33 0.962
32 H 2.024 1.717 -1.179  O33 0.970
33 O 1.826 2.517 -0.668  H31 0.962, H32 0.970

Total energy   -29097.456 eV
Kohn-Sham gap (spin up / spin down)   2.293 / 8.380 eV
HOMO level (spin up / spin down)   0.4581 / -5.6838 eV
Charge   -1
M   211.28 Da
LUMO (spin up / spin down)   2.75 / 2.70 eV
Spin multiplicity   2

Atomic partial charges in e from the Löwdin method, atoms 1 to 4:
1. C -0.15
2. N -0.09
3. C -0.39
4. C -0.54

# 3
Formula: C13H23F5O7PS
Source: the Open Molecules 2025 dataset
Level of theory: ωB97M-V/def2-TZVPD

Last columns: bonded neighbours and bond lengths (Å).
Geometry (Å):
1 C 0.096 0.127 1.361  C2 1.543, H16 1.081, H17 1.083, H18 1.079
2 C 1.151 -0.893 0.883  C1 1.543, P3 1.821, S6 1.685
3 P 0.366 -1.928 -0.393  C2 1.821, C4 1.858, O5 1.693
4 C 1.130 -3.622 -0.389  P3 1.858, H19 1.086, H20 1.078, H21 1.080
5 O 1.023 -1.284 -1.814  P3 1.693, H22 0.961
6 S 1.704 -1.756 2.220  C2 1.685, O7 1.452, O8 1.453, C9 1.898
7 O 1.830 -0.914 3.396  S6 1.452
8 O 1.055 -3.020 2.523  S6 1.453
9 C 3.518 -2.202 1.885  S6 1.898, F10 1.351, F11 1.356, C12 1.546
10 F 3.690 -3.540 1.947  C9 1.351
11 F 4.279 -1.636 2.855  C9 1.356
12 C 4.135 -1.709 0.556  C9 1.546, F13 1.364, F14 1.340, F15 1.337
13 F 5.451 -2.069 0.570  C12 1.364
14 F 4.101 -0.376 0.426  C12 1.340
15 F 3.591 -2.293 -0.517  C12 1.337
16 H 0.364 0.552 2.318  C1 1.081
17 H -0.882 -0.336 1.403  C1 1.083
18 H 0.103 0.936 0.648  C1 1.079
19 H 1.674 -3.747 -1.321  C4 1.086
20 H 1.805 -3.843 0.421  C4 1.078
21 H 0.337 -4.356 -0.391  C4 1.080
22 H 1.958 -1.141 -1.644  O5 0.961
23 O -0.770 3.311 0.958  C24 1.194
24 C -0.832 3.538 2.129  O23 1.194, O25 1.345, C28 1.514
25 O -1.429 2.637 2.929  C24 1.345, C26 1.423
26 C -1.374 2.690 4.350  O25 1.423, C27 1.516, H29 1.091, H30 1.088
27 C -2.459 3.578 4.927  C26 1.516, H31 1.091, H32 1.091, H33 1.090
28 C -0.323 4.835 2.722  C24 1.514, H34 1.089, H35 1.086, H36 1.088
29 H -0.378 2.981 4.687  C26 1.091
30 H -1.524 1.662 4.674  C26 1.088
31 H -2.343 4.615 4.608  C27 1.091
32 H -2.434 3.549 6.017  C27 1.091
33 H -3.438 3.239 4.590  C27 1.090
34 H -1.108 5.587 2.645  C28 1.089
35 H 0.533 5.158 2.137  C28 1.086
36 H -0.002 4.755 3.758  C28 1.088
37 O -2.588 -1.915 -2.416  C38 1.189
38 C -2.402 -1.437 -3.489  O37 1.189, O39 1.357, C42 1.513
39 O -1.811 -2.190 -4.450  C38 1.357, C40 1.420
40 C -1.684 -1.759 -5.798  O39 1.420, C41 1.516, H43 1.092, H44 1.090
41 C -0.444 -0.913 -6.005  C40 1.516, H45 1.089, H46 1.092, H47 1.089
42 C -2.713 0.016 -3.776  C38 1.513, H48 1.089, H49 1.086, H50 1.089
43 H -2.591 -1.249 -6.131  C40 1.092
44 H -1.607 -2.675 -6.382  C40 1.090
45 H -0.483 0.006 -5.421  C41 1.089
46 H -0.333 -0.649 -7.058  C41 1.092
47 H 0.440 -1.463 -5.684  C41 1.089
48 H -1.863 0.618 -3.459  C42 1.089
49 H -3.580 0.296 -3.185  C42 1.086
50 H -2.941 0.230 -4.819  C42 1.089

Total energy   -61898.233 eV
Kohn-Sham gap   6.034 eV
HOMO level   -3.4224 eV
Charge   -1
M   449.35 Da
LUMO   2.61 eV

Atomic partial charges in e from the Löwdin method, atoms 1 to 4:
1. C -0.22
2. C -0.61
3. P 0.87
4. C -0.28